Record 1
Formula: C19H25N3O2S
Source: the Open Molecules 2025 dataset
Level of theory: wB97M-V/def2-TZVPD

* Kohn-Sham gap: 8.3869 eV
* total energy: -39509.9810 eV
* energy above the lowest of the compared OMol25 structures with the same formula, charge and spin: 111.4 kJ/mol
* HOMO level: -7.7 eV
* SMILES: COCCNC(=O)Cn1cc(C(=S)N2CCCCC2)c2ccccc21
* net charge: 0

The geometry in XYZ format:
```
50
Properties=species:S:1:pos:R:3:forces:R:3:lowdin_charge:R:1
C -1.287869 -1.215248 -2.647838 0.21 -0.04 -0.01 -0.11
O -2.515195 -0.837418 -2.074130 -0.41 0.10 0.14 -0.20
C -3.190566 -1.910350 -1.450810 -0.19 -0.04 0.12 -0.21
C -4.413609 -1.324053 -0.743104 0.21 -0.25 -0.25 -0.13
N -3.967864 -0.292254 0.163422 0.05 0.17 -0.41 0.08
C -3.983495 -0.428191 1.501474 0.17 0.55 0.05 -0.48
O -4.644545 -1.240788 2.107144 -0.13 -0.29 0.31 0.07
C -3.060975 0.584537 2.212906 -0.42 -0.30 0.17 -0.03
N -1.765179 0.585850 1.592944 0.24 0.13 0.11 -0.05
C -0.899002 -0.467227 1.659832 0.48 -0.09 -0.10 0.01
C 0.163049 -0.275110 0.818818 -0.43 0.28 0.25 -0.21
C 1.248091 -1.217357 0.570410 0.16 -0.55 -0.12 -0.70
S 0.867966 -2.746884 0.055747 -0.15 -0.42 0.03 0.71
N 2.517407 -0.825034 0.723351 -0.37 0.06 -0.11 -0.12
C 3.592675 -1.737834 0.388374 0.39 -0.33 -0.11 -0.21
C 4.920960 -0.994654 0.272256 -0.12 0.16 -0.13 -0.18
C 4.673047 0.366625 -0.368911 0.16 0.01 0.15 -0.19
C 3.854722 1.240546 0.586774 -0.07 -0.09 -0.06 -0.16
C 2.910571 0.370603 1.431148 0.12 0.59 0.25 -0.13
C -0.082102 0.961489 0.137818 -0.31 0.04 0.18 -0.12
C 0.576474 1.642606 -0.883628 -0.04 0.03 0.03 -0.03
C 0.029088 2.815328 -1.351388 0.15 0.05 -0.14 -0.09
C -1.165031 3.316911 -0.827266 -0.11 0.05 0.01 -0.09
C -1.850639 2.649626 0.164310 -0.17 0.04 0.06 -0.02
C -1.306765 1.462271 0.642992 0.49 0.21 -0.31 -0.18
H -0.831874 -0.302490 -3.026216 0.07 -0.04 -0.06 0.09
H -1.437523 -1.922915 -3.471586 -0.01 0.02 -0.04 0.09
H -0.629781 -1.676353 -1.903310 -0.03 0.05 -0.06 0.02
H -3.497987 -2.660527 -2.193424 0.01 0.04 0.03 0.13
H -2.525447 -2.396031 -0.721234 -0.05 0.03 -0.04 0.12
H -4.936119 -2.088014 -0.165896 0.00 0.07 -0.10 0.12
H -5.089641 -0.886348 -1.482674 -0.02 -0.12 0.05 0.12
H -3.318117 0.353838 -0.265924 0.03 -0.04 0.18 0.12
H -3.496779 1.584197 2.161130 0.07 -0.07 0.04 0.13
H -2.979710 0.287660 3.262076 -0.06 0.06 -0.17 0.14
H -1.084528 -1.288675 2.325074 -0.07 -0.19 0.09 0.14
H 3.649480 -2.538362 1.137432 -0.09 0.01 -0.12 0.12
H 3.334242 -2.208101 -0.566072 0.06 0.03 0.16 0.09
H 5.605530 -1.588763 -0.333221 0.01 -0.05 0.08 0.11
H 5.378187 -0.858371 1.253906 0.08 -0.02 0.03 0.11
H 5.615870 0.857037 -0.611797 -0.03 0.02 -0.09 0.11
H 4.124771 0.217432 -1.301498 0.01 0.02 -0.08 0.11
H 4.518148 1.783522 1.261368 -0.01 0.04 0.01 0.11
H 3.283327 1.977731 0.022772 0.00 0.05 0.05 0.09
H 3.421564 0.061147 2.351888 -0.09 0.04 -0.03 0.13
H 2.019554 0.931542 1.713576 0.13 -0.11 0.05 0.12
H 1.483739 1.241522 -1.309340 0.13 -0.03 -0.05 0.11
H 0.522092 3.358980 -2.143722 0.04 0.03 -0.07 0.10
H -1.565458 4.239319 -1.220136 -0.05 0.07 -0.02 0.10
H -2.784752 3.037037 0.544182 -0.08 0.05 0.03 0.11
```
Positions in Å, forces in eV/Å.

=====

Record 2
Formula: C19H25N3O4S2
Source: the Open Molecules 2025 dataset
Level of theory: wB97M-V/def2-TZVPD

* Kohn-Sham gap: 8.1789 eV
* total energy: -54438.8987 eV
* energy above the lowest of the compared OMol25 structures with the same formula, charge and spin: 142.5 kJ/mol
* HOMO level: -8.0 eV
* SMILES: COC(=O)c1sccc1S(=O)(=O)N1CCC[C@@H](N(C)CCc2ccccn2)C1
* net charge: 0

The geometry in XYZ format:
```
53
Properties=species:S:1:pos:R:3:forces:R:3:lowdin_charge:R:1
C 1.848711 -0.854459 -3.668516 0.25 -0.33 0.02 -0.02
O 0.624596 -0.194626 -3.367402 -0.20 0.14 -0.23 -0.04
C -0.230178 -0.846217 -2.589343 -0.05 -0.30 -0.09 -0.54
O -0.146538 -2.001371 -2.263033 -0.02 -0.03 -0.05 0.11
C -1.324423 0.068324 -2.190450 -0.27 0.06 0.07 -0.41
S -2.996684 -0.299915 -2.362899 0.51 0.37 0.18 1.11
C -3.430512 1.223497 -1.694947 0.23 -0.26 -0.12 -0.37
C -2.345814 1.964951 -1.343158 -0.27 0.11 -0.02 -0.15
C -1.136752 1.298806 -1.629272 0.48 -0.28 0.09 -0.30
S 0.495820 1.884333 -1.192978 -0.70 0.33 0.06 0.70
O 0.982217 2.782079 -2.193308 0.00 0.26 0.02 -0.26
O 1.284564 0.722662 -0.878311 -0.07 -0.02 0.17 -0.26
N 0.098664 2.778729 0.159390 0.11 -0.47 -0.93 -0.23
C 0.923947 3.937814 0.436512 0.56 0.43 -0.26 -0.19
C 2.214265 3.566099 1.165842 -0.27 0.14 0.17 -0.16
C 1.892322 2.761414 2.423974 0.10 -0.23 -0.34 -0.14
C 1.100985 1.505768 2.029893 0.15 0.29 0.23 -0.32
N 0.920478 0.612655 3.157462 -0.02 0.08 -0.02 -0.19
C -0.143663 0.945980 4.075759 0.08 -0.06 -0.05 -0.08
C 1.017689 -0.795671 2.847368 -0.07 -0.11 -0.10 -0.18
C -0.051923 -1.373001 1.893975 0.19 0.12 0.22 -0.11
C 0.029159 -2.869979 1.869998 0.00 -0.03 -0.34 -0.29
C 0.264215 -3.567936 0.688220 0.01 -0.05 0.09 -0.01
C 0.342062 -4.949195 0.735774 -0.01 -0.01 0.11 -0.06
C 0.186928 -5.589679 1.955595 0.01 0.04 -0.09 -0.07
C -0.047568 -4.805373 3.073511 0.01 -0.34 0.03 -0.15
N -0.125597 -3.487961 3.036921 -0.09 0.36 0.27 0.11
C -0.190826 1.965280 1.322635 0.05 -0.64 0.31 -0.15
H 2.258797 -0.354249 -4.541753 -0.03 -0.02 0.06 0.10
H 2.520322 -0.747195 -2.814825 -0.02 -0.02 -0.06 0.10
H 1.669163 -1.913060 -3.867302 0.07 0.14 -0.02 0.10
H -4.466546 1.481639 -1.600079 -0.20 0.09 0.03 0.07
H -2.383655 2.941071 -0.897902 -0.08 0.17 0.12 0.12
H 1.137481 4.401437 -0.526948 -0.01 0.20 0.17 0.11
H 0.327518 4.627263 1.044267 -0.01 -0.05 -0.07 0.13
H 2.763370 4.474464 1.419759 0.05 0.01 -0.07 0.11
H 2.832301 2.964228 0.496237 0.10 0.03 -0.02 0.12
H 2.808052 2.461323 2.933674 -0.03 -0.02 0.06 0.12
H 1.306929 3.375288 3.112121 -0.04 0.05 0.12 0.11
H 1.693499 0.962834 1.288152 -0.05 0.05 0.13 0.13
H -1.153941 0.764645 3.681703 -0.06 0.02 0.04 0.08
H -0.063461 1.995236 4.353986 -0.08 0.08 0.08 0.08
H -0.019372 0.345090 4.976256 -0.08 0.03 0.07 0.09
H 0.960080 -1.346950 3.788892 0.06 -0.02 -0.08 0.11
H 2.004082 -0.972157 2.408927 0.01 -0.09 0.03 0.13
H -1.039766 -1.083404 2.260816 -0.07 0.01 -0.06 0.12
H 0.091562 -0.982762 0.885087 -0.07 0.04 -0.02 0.10
H 0.368592 -3.040491 -0.246990 0.00 0.07 -0.06 0.09
H 0.519997 -5.516775 -0.166387 0.01 -0.04 -0.07 0.11
H 0.242594 -6.664364 2.036734 0.00 -0.08 0.03 0.10
H -0.182061 -5.250347 4.051894 0.00 -0.13 0.02 0.10
H -0.774690 1.110793 0.978718 -0.14 -0.05 0.23 0.11
H -0.807824 2.564987 1.999056 -0.04 -0.06 -0.04 0.13
```
Positions in Å, forces in eV/Å.

=====

Record 3
Formula: C19H25N3O5PPt
Source: the Open Molecules 2025 dataset
Level of theory: wB97M-V/def2-TZVPD

* Kohn-Sham gap (spin up / spin down): 6.6132 / 4.7479 eV
* multiplicity: 3
* total energy: -47344.8397 eV
* energy above the lowest of the compared OMol25 structures with the same formula, charge and spin: 0.0 kJ/mol
* HOMO level (spin up / spin down): -9.5 / -10.9 eV
* net charge: +1
* <S²>: 2.026

The geometry in XYZ format:
```
54
Properties=species:S:1:pos:R:3:forces:R:3:mulliken_spin:R:1
Pt -0.540138 0.624114 0.257855 1.29 1.04 0.31 0.06
O 2.539870 4.851480 1.379671 0.38 -0.71 -0.76 0.01
C 3.517754 3.952155 1.150427 -1.13 -1.09 0.30 0.07
C 4.850256 4.298712 1.180781 0.95 1.66 -0.10 -0.03
C 5.889196 3.409543 0.914989 -2.23 -1.44 0.22 0.05
C 5.574897 2.039936 0.662735 -2.84 1.22 0.39 0.01
C 4.190831 1.649771 0.639377 2.21 0.03 0.39 0.01
C 3.183005 2.560942 0.924457 -0.23 1.18 -0.36 0.04
C 1.806102 2.106932 0.811499 0.62 0.51 -0.39 -0.04
O 1.553052 0.894200 0.536689 -1.04 -0.08 0.16 0.07
N 0.834208 3.100957 0.880856 -0.90 -1.53 -0.05 0.49
N -0.385620 2.560504 0.794203 4.22 -2.34 -0.26 0.26
C -1.473519 3.259244 0.815699 -5.27 2.77 0.09 0.37
C -2.685710 2.499253 0.585173 1.72 1.86 0.82 0.12
C -4.043029 2.901836 0.804079 0.59 -1.60 -1.35 0.11
C -5.006819 2.087582 0.236137 0.04 1.31 0.40 0.00
C -4.674343 1.012496 -0.600792 0.23 -0.99 -1.35 0.15
C -3.328551 0.657233 -0.754107 -0.74 0.45 1.61 -0.01
N -2.370873 1.294793 0.023760 -2.07 -2.45 -2.18 0.21
H 1.702640 4.361483 1.064252 0.64 1.27 0.84 0.00
H 5.074934 5.372493 1.371796 -0.15 -0.95 -0.13 0.00
H 6.880993 3.773133 0.972589 0.89 0.08 -0.08 0.00
H 6.322194 1.312443 0.574870 0.96 -0.84 -0.38 0.00
H 3.830987 0.628704 0.469756 0.68 0.30 -0.04 0.00
H -1.481803 4.369371 0.878141 0.09 -0.95 0.31 0.02
H -4.253025 3.804491 1.329896 -0.19 0.39 0.27 0.00
H -6.041646 2.386011 0.324346 -0.10 -0.16 0.15 0.00
H -5.500948 0.495389 -1.188268 1.42 0.66 0.87 0.00
H -2.991793 -0.179062 -1.373638 -0.10 0.39 0.31 0.00
C -2.906935 -4.441218 0.317329 -0.97 -0.47 -1.15 0.00
C -2.797345 -2.936222 0.298413 -0.47 1.27 1.16 0.00
O -1.344439 -2.582132 0.536898 -2.20 -1.22 0.82 0.00
P -0.548880 -1.554957 -0.282995 2.14 0.22 -2.10 0.01
O -0.938132 -1.856277 -1.841553 0.36 -0.54 1.02 0.00
C 0.002816 -1.813172 -2.995957 -2.68 1.21 -0.63 0.00
C -0.586528 -2.617959 -4.191751 0.73 -0.15 0.85 0.00
O 0.966966 -2.075091 -0.143933 -1.38 0.73 0.33 0.00
C 1.478146 -3.188823 0.671819 1.61 1.06 -1.80 0.00
C 1.672510 -2.814541 2.111153 1.17 -0.28 -0.53 0.00
H -3.950385 -4.825996 0.111451 0.93 0.86 0.00 0.00
H -2.671015 -4.901093 1.263232 0.52 0.13 0.34 0.00
H -2.269516 -4.818409 -0.496892 -0.13 -0.17 0.45 0.00
H -3.454418 -2.434760 1.133130 1.52 -0.78 -1.57 0.00
H -3.021788 -2.485185 -0.688938 -0.22 -0.51 0.61 0.00
H 0.974571 -2.109905 -2.705304 0.92 -0.37 0.38 0.00
H -0.055425 -0.740045 -3.242082 0.66 -0.40 -0.21 0.00
H -0.482327 -3.721370 -3.991983 -0.28 1.08 -0.30 0.00
H 0.076672 -2.351897 -5.058720 -0.90 -0.31 0.57 0.00
H -1.658906 -2.338357 -4.356210 1.08 -0.26 -0.03 0.00
H 2.429984 -3.264518 0.103216 -0.26 -0.67 0.93 0.00
H 0.891074 -4.038268 0.442899 -0.73 -0.93 0.19 0.00
H 1.981089 -3.681425 2.713455 -0.13 0.22 -0.26 0.00
H 0.759537 -2.428387 2.484767 -0.82 0.47 0.66 0.00
H 2.479575 -2.066150 2.141337 -0.45 -0.11 0.30 0.00
```
Positions in Å, forces in eV/Å.

=====

Record 4
Formula: C19H25N7O3
Source: the Open Molecules 2025 dataset
Level of theory: wB97M-V/def2-TZVPD

* Kohn-Sham gap: 8.5258 eV
* total energy: -36683.2076 eV
* energy above the lowest of the compared OMol25 structures with the same formula, charge and spin: 64.8 kJ/mol
* HOMO level: -7.9 eV
* SMILES: CCOCCCNC(=O)CCC(=O)NNc1nc2ccccc2c2nc(C)nn12
* net charge: 0

The geometry in XYZ format:
```
54
Properties=species:S:1:pos:R:3:forces:R:3:lowdin_charge:R:1
C 6.609335 1.423636 -0.636441 -0.11 -0.42 0.11 -0.06
C 6.166355 -0.028684 -0.549763 0.04 0.16 -0.19 -0.28
O 5.835168 -0.315673 0.795913 0.11 0.31 0.06 -0.18
C 5.656839 -1.683877 1.091886 -0.09 -0.48 -0.05 -0.22
C 4.341284 -2.283124 0.579974 0.07 0.43 0.24 -0.15
C 3.116897 -1.623404 1.219890 0.01 -0.35 -0.15 -0.16
N 3.032477 -0.221040 0.881207 0.21 0.01 0.22 0.07
C 2.107820 0.273490 0.042547 0.34 0.43 0.27 -0.47
O 1.199622 -0.401437 -0.413563 -0.21 -0.28 -0.29 0.04
C 2.294398 1.754747 -0.261681 -0.23 -0.03 -0.26 -0.08
C 1.355475 2.268029 -1.358457 0.05 0.02 0.16 -0.09
C -0.032429 2.585278 -0.827449 0.03 -0.23 -0.22 -0.49
O -0.455693 3.714443 -0.655790 -0.10 0.29 0.10 0.05
N -0.769514 1.489708 -0.570386 -0.49 -0.70 0.02 0.10
N -2.041445 1.630302 -0.030440 -0.01 0.87 0.09 0.12
C -2.945550 0.636942 -0.127403 0.56 -0.39 -0.12 -0.29
N -2.609741 -0.565352 -0.472263 0.47 0.67 0.00 0.18
C -3.549945 -1.554099 -0.472425 -0.66 -0.14 0.09 -0.22
C -3.163139 -2.848351 -0.845292 -0.11 -0.07 0.01 -0.02
C -4.084600 -3.867525 -0.858329 0.13 0.04 -0.02 -0.08
C -5.415559 -3.636405 -0.503559 -0.21 0.02 0.06 -0.09
C -5.823747 -2.377115 -0.133208 0.04 -0.03 -0.01 -0.02
C -4.901153 -1.328515 -0.112996 0.42 -0.40 -0.18 -0.09
C -5.234945 0.005111 0.252618 0.17 0.57 0.08 -0.21
N -6.358685 0.585815 0.620554 -0.20 -0.56 -0.07 0.18
C -6.013958 1.878279 0.818579 0.47 -0.14 -0.13 -0.40
C -6.984093 2.911212 1.245096 0.06 0.06 0.00 -0.02
N -4.739476 2.138219 0.596487 0.27 0.97 0.14 0.15
N -4.233700 0.947300 0.235690 -0.85 -0.81 -0.01 0.02
H 7.480801 1.583517 -0.007874 0.09 0.05 0.04 0.08
H 6.858715 1.673701 -1.663592 0.02 0.07 -0.10 0.08
H 5.815712 2.082309 -0.293103 -0.08 0.11 0.00 0.06
H 6.978686 -0.692689 -0.879531 -0.11 0.01 0.03 0.12
H 5.299590 -0.198567 -1.205872 0.09 -0.04 0.05 0.11
H 5.683962 -1.739545 2.184099 0.03 -0.10 -0.07 0.13
H 6.501347 -2.263332 0.690704 -0.03 0.08 0.09 0.12
H 4.280967 -2.179638 -0.504634 -0.03 -0.09 -0.05 0.11
H 4.336917 -3.347021 0.818155 0.03 -0.08 -0.03 0.12
H 2.200396 -2.096271 0.859781 0.10 0.06 0.16 0.12
H 3.170079 -1.723082 2.308759 -0.06 -0.06 -0.05 0.13
H 3.839924 0.331884 1.136123 -0.17 0.08 -0.17 0.13
H 2.139590 2.321735 0.659349 0.09 0.00 0.02 0.14
H 3.330214 1.906812 -0.574018 0.02 0.01 0.08 0.11
H 1.757521 3.190635 -1.777617 -0.13 -0.05 0.03 0.12
H 1.276077 1.518424 -2.147032 0.04 0.04 -0.03 0.12
H -0.393765 0.539411 -0.618427 -0.01 0.23 0.03 0.11
H -2.347097 2.596394 0.050031 0.06 -0.16 -0.02 0.14
H -2.132175 -3.011483 -1.115825 0.12 -0.01 -0.03 0.11
H -3.778517 -4.862754 -1.146673 0.04 -0.07 -0.02 0.10
H -6.123273 -4.451546 -0.521387 -0.07 -0.05 0.00 0.10
H -6.844880 -2.168615 0.145793 -0.12 -0.02 0.02 0.11
H -7.415586 2.635347 2.205262 -0.04 0.03 0.04 0.08
H -7.792397 2.976590 0.519508 -0.05 0.04 -0.01 0.08
H -6.481102 3.869861 1.327010 -0.05 0.08 0.03 0.08
```
Positions in Å, forces in eV/Å.